(1)
{"formula": "C3H3NO3", "method": "ωB97M-V/def2-TZVPD", "largest_force_ev_per_a": 3.63, "total_charge": 0, "e_above_lowest_ev": 7.4119, "homo_lumo_gap_ev": 8.312, "multiplicity": 1, "symbols": ["C", "C", "C", "N", "O", "O", "O", "H", "H", "H"], "xyz": [[-1.05688, 1.71518, 0.06061], [-1.31519, -0.42971, -0.05159], [1.11149, 0.57346, -0.15685], [-0.19312, -1.46082, 0.02967], [-2.44070, -0.77915, -0.19527], [0.18977, 1.73579, 0.06450], [0.90495, -0.59020, 0.53611], [-0.37428, -2.12580, 0.77363], [1.09139, 0.42643, -1.24781], [2.08258, 0.93483, 0.18699]]}

=====

(2)
{"formula": "C3H3NO3", "method": "ωB97M-V/def2-TZVPD", "largest_force_ev_per_a": 0.66, "smiles": "[H]/N=C(/C=O)OC=O", "total_charge": 0, "e_above_lowest_ev": 1.6873, "homo_lumo_gap_ev": 10.536, "multiplicity": 1, "symbols": ["N", "C", "O", "C", "O", "C", "O", "H", "H", "H"], "xyz": [[1.91782, -0.70565, -0.12085], [0.76387, -0.20189, -0.05315], [-0.20584, -0.33827, -0.99437], [-1.55397, -0.17634, -0.67560], [-2.16348, -0.95283, -0.01335], [0.46479, 0.75371, 1.07169], [-0.56986, 1.36890, 1.13092], [2.02048, -1.30043, -0.94368], [-1.95789, 0.69326, -1.20288], [1.28408, 0.85954, 1.80128]]}

=====

(3)
{"formula": "C3H3NO3", "method": "ωB97M-V/def2-TZVPD", "largest_force_ev_per_a": 7.21, "smiles": "O=C1CC(=O)ON1", "total_charge": 0, "e_above_lowest_ev": 3.7171, "homo_lumo_gap_ev": 10.683, "multiplicity": 1, "symbols": ["C", "C", "C", "H", "H", "H", "N", "O", "O", "O"], "xyz": [[0.63423, 0.64924, -0.27922], [-0.25414, 0.38502, 0.79308], [-0.96301, -0.91363, 0.38501], [-0.80490, 1.42182, 0.86993], [0.09600, 0.31065, 1.72390], [0.96765, -0.22833, -2.12386], [1.01171, -0.48107, -0.96744], [1.13135, 1.74647, -0.69907], [-1.93001, -1.31911, 0.80511], [0.11112, -1.57107, -0.50744]]}

=====

(4)
{"formula": "C3H3NO3S", "method": "ωB97M-V/def2-TZVPD", "largest_force_ev_per_a": 5.44, "smiles": "Oc1cn(O)oc1=S", "total_charge": 0, "e_above_lowest_ev": 5.8818, "homo_lumo_gap_ev": 8.273, "multiplicity": 1, "symbols": ["C", "C", "C", "H", "H", "H", "N", "O", "O", "O", "S"], "xyz": [[-0.51484, 0.80836, -0.27827], [-0.27245, -0.29162, -0.93427], [0.19901, 0.92804, 0.96159], [-1.89296, 1.45907, -1.33643], [-0.73415, -0.86384, -1.75598], [1.84248, -2.52119, 0.62462], [0.85620, -0.87355, -0.18324], [-1.26856, 1.91284, -0.57295], [0.86132, -2.26939, 0.22101], [0.88205, -0.27472, 1.09512], [0.04190, 1.98602, 2.15880]]}